{
  "formula": "C22H28N4O5S",
  "method": "the ωB97M-V functional and the def2-TZVPD basis",
  "elements": ["C", "H", "H", "H", "C", "N", "C", "H", "C", "N", "C", "O", "C", "C", "C", "C", "O", "H", "H", "H", "C", "C", "H", "H", "H", "H", "H", "H", "H", "C", "O", "N", "C", "C", "C", "C", "C", "C", "H", "H", "S", "O", "O", "N", "C", "H", "H", "C", "H", "H", "C", "H", "H", "C", "H", "H", "H", "H", "H", "H"],
  "coordinates": [[3.472284, 2.064735, 2.399651], [4.527628, 1.915247, 2.609497], [3.302623, 3.112928, 2.164828], [2.887071, 1.813507, 3.279910], [3.053095, 1.196870, 1.213215], [3.624115, -0.142052, 1.290270], [3.357216, -0.942939, 0.109758], [2.303700, -1.271232, 0.058987], [4.263015, -2.180037, 0.125752], [4.024889, -2.944577, 1.323113], [3.465995, -4.173519, 1.445745], [3.160127, -4.627104, 2.539737], [3.244874, -5.019263, 0.256975], [2.529442, -6.191356, 0.251884], [2.610565, -6.706815, -1.058170], [3.373584, -5.823022, -1.758086], [3.760433, -4.801751, -0.978961], [3.702273, -5.807868, -2.778869], [2.167628, -7.608731, -1.426838], [2.018233, -6.610491, 1.093132], [4.213905, -2.144764, 2.515892], [3.307760, -0.915313, 2.481212], [2.256022, -1.237426, 2.495884], [3.498887, -0.310383, 3.365290], [5.260480, -1.825803, 2.558567], [3.978914, -2.767412, 3.379613], [5.307962, -1.848016, 0.131059], [4.085792, -2.776517, -0.764182], [3.580848, -0.352656, -0.783102], [1.520607, 1.152283, 1.136713], [0.840705, 0.710696, 2.034821], [1.015115, 1.615326, -0.049120], [-0.318951, 1.697734, -0.451740], [-0.609174, 2.450142, -1.592422], [-1.911742, 2.567721, -2.035368], [-2.926561, 1.929884, -1.346524], [-2.649432, 1.159992, -0.233324], [-1.348952, 1.043228, 0.222958], [-1.125226, 0.453733, 1.095952], [-3.454954, 0.637264, 0.257071], [-4.621265, 2.111857, -1.915504], [-4.578649, 2.541811, -3.281990], [-5.339502, 0.920113, -1.576939], [-5.317349, 3.355285, -1.047375], [-5.498811, 3.131191, 0.369710], [-5.551404, 2.059641, 0.550410], [-6.451251, 3.581969, 0.664605], [-4.322792, 3.834504, 1.075752], [-4.668230, 4.361479, 1.963257], [-3.566026, 3.114016, 1.383238], [-3.755902, 4.803721, 0.022574], [-3.743356, 5.831799, 0.379510], [-2.737216, 4.524740, -0.246099], [-4.694155, 4.651448, -1.188075], [-4.189618, 4.697705, -2.151006], [-5.480482, 5.412048, -1.164938], [-2.156621, 3.132982, -2.920418], [0.190792, 2.940337, -2.129428], [1.671243, 2.031670, -0.695998], [3.461660, 1.638221, 0.294444]],
  "forces_ev_per_a": [[-0.150, -0.138, -0.203], [0.110, 0.002, -0.002], [-0.020, 0.104, 0.031], [-0.015, 0.008, 0.086], [0.130, 0.044, 0.286], [-0.080, 0.192, -0.143], [0.297, -0.188, -0.069], [0.032, 0.016, -0.030], [-0.226, 0.227, -0.538], [0.091, 0.129, 0.103], [0.244, 0.156, 0.171], [-0.171, -0.189, -0.129], [-0.734, -1.075, 0.293], [0.380, 0.772, 0.158], [0.297, 0.290, -0.379], [-0.386, -0.660, -0.085], [0.255, 0.310, -0.002], [0.090, 0.094, -0.104], [-0.061, -0.171, -0.148], [-0.059, -0.025, 0.223], [-0.152, 0.051, 0.443], [0.197, -0.263, 0.135], [0.089, 0.030, 0.051], [-0.051, -0.018, 0.047], [-0.032, 0.001, 0.025], [0.084, 0.121, -0.099], [-0.069, -0.010, -0.068], [0.069, 0.122, 0.128], [-0.025, 0.000, 0.000], [0.303, 0.128, -0.314], [-0.086, -0.054, 0.210], [0.173, 0.195, -0.348], [-0.378, 0.034, -0.022], [-0.057, -0.052, 0.103], [0.103, 0.031, -0.102], [-0.733, 0.052, -0.278], [0.020, -0.023, -0.050], [0.002, -0.065, 0.142], [-0.007, -0.018, -0.005], [-0.056, -0.104, 0.121], [-0.201, 0.042, -0.105], [0.271, 0.225, 0.094], [0.147, -0.005, 0.346], [0.194, -0.900, -0.765], [-0.109, -0.242, 0.613], [-0.125, 0.042, 0.174], [0.051, -0.090, -0.021], [-0.047, 0.012, 0.080], [0.025, -0.037, 0.056], [-0.032, 0.048, 0.052], [0.001, 0.091, -0.017], [0.065, 0.029, -0.013], [-0.014, 0.053, 0.025], [0.333, 0.556, -0.171], [-0.032, 0.217, -0.009], [0.059, -0.049, -0.069], [0.049, 0.078, -0.124], [0.072, 0.061, -0.058], [-0.023, -0.151, 0.203], [-0.101, -0.036, 0.069]],
  "mulliken_charge": [-1.90, 0.41, 0.46, 0.38, 0.30, 0.08, -0.33, 0.25, -1.12, 0.13, 0.60, -0.70, 0.33, -0.35, -0.54, -0.43, -0.31, 0.46, 0.45, 0.52, -1.29, -0.39, 0.23, 0.43, 0.32, 0.51, 0.26, 0.59, 0.43, 0.19, -0.66, 0.03, 0.52, -0.79, -0.59, 0.05, -0.87, -0.23, 0.57, 0.47, 1.26, -0.72, -0.72, -0.01, -0.78, 0.35, 0.37, -0.39, 0.39, 0.16, -0.41, 0.42, 0.10, -0.79, 0.38, 0.39, 0.47, 0.36, 0.26, 0.44],
  "total_energy_ha": -1848.54118,
  "de_lowest_kj_mol": 247.8,
  "smiles": "C[C@H](C(=O)Nc1ccc(S(=O)(=O)N2CCCC2)cc1)N1CCN(C(=O)c2ccco2)CC1",
  "lumo_energy_ev": 0.279,
  "orbital_gap_ha": 0.33315
}

---

{
  "formula": "C22H29BF16NO4S",
  "method": "the ωB97M-V functional and the def2-TZVPD basis",
  "elements": ["C", "C", "C", "C", "C", "C", "C", "C", "N", "C", "S", "C", "B", "O", "O", "C", "C", "H", "H", "H", "H", "H", "H", "H", "H", "H", "H", "H", "H", "H", "H", "H", "H", "H", "H", "H", "H", "H", "C", "C", "C", "F", "F", "F", "F", "O", "C", "C", "F", "F", "F", "F", "H", "H", "H", "H", "C", "C", "C", "F", "F", "F", "F", "O", "C", "C", "F", "F", "F", "F", "H", "H", "H", "H"],
  "coordinates": [[-3.448196, 1.346388, -0.402268], [-2.942772, 1.207062, 1.035603], [-4.069292, 0.722091, 1.951550], [-3.893396, 1.059067, 3.444387], [-3.824324, -0.166409, 4.383855], [-2.438718, -0.389216, 5.057127], [-1.359988, -0.323224, 4.012560], [-0.555221, 0.735115, 3.862099], [0.360727, 0.747659, 2.892055], [0.495316, -0.265199, 2.049560], [1.728229, -0.144187, 0.774744], [-0.277491, -1.364646, 2.159151], [-0.144619, -2.605147, 1.153543], [0.800507, -3.522806, 1.440915], [-0.940380, -2.698952, 0.040586], [-2.351017, -2.914355, 0.254577], [-1.219462, -1.383066, 3.163534], [-2.662884, 1.701303, -1.067612], [-4.266064, 2.059324, -0.462554], [-3.793913, 0.392103, -0.799787], [-2.552833, 2.185112, 1.323414], [-2.118257, 0.493363, 0.981452], [-4.195287, -0.347126, 1.776320], [-4.974576, 1.207983, 1.597370], [-3.072830, 1.752910, 3.616437], [-4.786005, 1.602620, 3.745701], [-4.558638, -0.106018, 5.181302], [-4.005146, -1.055250, 3.782827], [-2.413622, -1.412630, 5.425446], [-2.261376, 0.308904, 5.871090], [-0.640371, 1.586161, 4.516219], [0.953365, 1.569245, 2.807105], [0.975128, 0.216320, -0.281481], [0.561863, -4.410928, 1.135043], [-2.630732, -3.024218, 1.300718], [-2.907592, -2.085038, -0.176712], [-2.635776, -3.808528, -0.288420], [-1.861107, -2.238979, 3.298999], [5.469839, 2.876671, -0.213365], [5.656314, 1.377196, -0.517675], [5.695080, 0.392962, 0.655615], [6.698958, 0.640022, 1.513738], [5.873392, -0.861901, 0.180407], [6.734384, 1.210397, -1.304773], [4.562454, 1.003927, -1.254211], [6.601897, 3.734468, -0.193868], [7.383842, 3.921814, 0.933521], [8.820385, 3.418434, 0.744299], [8.849741, 2.120599, 0.393413], [9.490481, 3.558587, 1.910160], [6.797647, 3.403237, 2.033892], [7.462715, 5.253225, 1.130050], [4.893199, 3.249050, -1.059880], [4.837238, 3.031813, 0.661844], [4.750926, 0.412419, 1.208907], [9.322380, 4.003959, -0.029073], [-2.321444, -1.530836, -3.442445], [-3.063426, -2.803560, -3.897450], [-2.279537, -3.858189, -4.687294], [-1.792213, -3.375550, -5.841870], [-3.110287, -4.880920, -4.988653], [-4.189322, -2.459690, -4.550164], [-3.451869, -3.431152, -2.742639], [-2.460944, -0.326536, -4.185134], [-1.661995, -0.015946, -5.273982], [-2.458588, 0.075784, -6.581898], [-3.130236, -1.060652, -6.833783], [-1.600429, 0.299504, -7.601184], [-0.609620, -0.850883, -5.367807], [-1.158687, 1.215331, -5.038366], [-2.786524, -1.282147, -2.488586], [-1.275919, -1.739711, -3.211404], [-1.451281, -4.250134, -4.088990], [-3.171804, 0.901606, -6.527800]],
  "forces_ev_per_a": [[0.215, 0.003, -0.086], [-0.299, -0.004, -0.839], [0.663, 0.514, -0.069], [-0.878, -0.430, 0.377], [1.001, 0.176, -0.009], [-0.272, -0.029, -0.627], [-1.653, -0.781, 1.395], [0.612, 1.378, 0.291], [0.076, 0.964, 0.563], [1.152, 0.654, -1.695], [0.657, 0.114, 0.045], [-0.716, -1.727, -0.427], [0.319, 0.213, -0.482], [-0.332, -0.312, 0.553], [-0.376, -0.359, 0.705], [-0.027, 0.337, -0.659], [0.067, -0.607, -0.391], [0.082, 0.023, -0.054], [-0.141, 0.026, 0.000], [-0.137, -0.069, 0.021], [0.027, -0.042, 0.332], [0.239, -0.027, 0.408], [-0.142, -0.094, 0.162], [-0.192, -0.061, -0.026], [0.201, 0.009, -0.084], [0.012, 0.221, 0.036], [-0.172, -0.109, -0.064], [-0.345, -0.154, 0.099], [-0.061, 0.058, 0.484], [0.020, 0.043, 0.048], [0.279, 0.260, -0.035], [0.030, -0.184, -0.219], [-0.308, 0.002, 0.309], [0.432, 0.220, -0.376], [0.124, -0.018, 0.110], [-0.054, 0.128, 0.077], [-0.019, -0.154, 0.056], [-0.099, -0.196, 0.041], [-0.429, 0.588, 0.017], [0.680, 0.327, -0.249], [-0.106, -0.437, 0.235], [0.121, 0.330, -0.075], [-0.092, 0.091, -0.155], [0.009, -0.080, 0.120], [-0.215, 0.000, 0.179], [0.466, -0.681, 0.168], [-0.811, 0.128, -0.131], [0.414, 0.072, -0.066], [-0.235, -0.107, 0.061], [-0.141, 0.022, -0.017], [0.146, -0.178, -0.134], [0.086, 0.006, -0.002], [0.068, -0.057, -0.058], [0.148, -0.192, 0.173], [-0.027, 0.118, -0.062], [-0.092, 0.048, 0.005], [0.362, 0.364, 0.498], [-0.311, 0.579, -0.374], [0.074, -0.441, 0.016], [-0.023, 0.349, -0.014], [-0.055, 0.069, 0.115], [0.099, -0.057, -0.088], [0.188, -0.104, 0.096], [-0.217, -0.420, -0.646], [0.189, -0.240, 0.776], [-0.191, 0.215, -0.313], [0.110, -0.183, 0.159], [0.044, -0.021, 0.134], [-0.212, -0.082, -0.120], [-0.028, 0.074, -0.055], [-0.089, -0.009, -0.047], [0.052, -0.159, -0.252], [-0.014, 0.067, 0.049], [0.049, 0.010, 0.090]],
  "mulliken_charge": [-1.70, 0.38, -0.65, -0.73, -0.81, -1.54, 0.46, -0.25, 0.15, -0.41, -0.25, -0.11, 0.82, -0.57, -0.37, -0.46, 0.03, 0.46, 0.45, 0.23, 0.45, -0.41, 0.31, 0.54, 0.47, 0.42, 0.42, 0.38, 0.39, 0.43, 0.45, 0.28, 0.24, 0.32, 0.32, -0.09, 0.37, 0.58, -0.82, 0.93, 0.34, -0.23, -0.26, -0.26, -0.29, -0.40, 0.81, 0.20, -0.21, -0.25, -0.29, -0.29, 0.43, 0.34, -0.01, 0.24, -0.06, 0.87, 0.10, -0.23, -0.26, -0.27, -0.29, -0.42, 0.74, 0.23, -0.21, -0.26, -0.29, -0.30, -0.22, 0.41, 0.26, 0.24],
  "total_energy_ha": -3232.16275,
  "total_charge": 1,
  "lumo_energy_ev": -4.508,
  "orbital_gap_ha": 0.33137
}